[1]
The following is a DFT calculation (wB97M-V/def2-TZVPD) of a gas-phase ion, C5H9NO (charge -1) in a non-equilibrium geometry.

Geometry as ORCA input:
```
! RIJCOSX wB97M-V def2-TZVPD def2/J DEFGRID3
* xyz -1 2
O -0.2919 2.3243 1.7786
C 0.5274 1.5841 1.1078
C 0.4723 1.5251 -0.3967
C -0.1204 0.2138 -1.0977
C -0.2803 -0.9399 -0.1290
C -1.3983 -1.0886 0.5991
N 0.7553 -1.8744 -0.1562
H 1.0642 0.7689 1.6204
H 1.5130 1.5978 -0.7442
H -0.1570 2.3703 -0.6760
H 0.6452 -0.0264 -1.8358
H -1.1287 0.3998 -1.4581
H -1.4450 -1.8522 1.3166
H -2.1089 -0.2753 0.5636
H 0.8570 -2.5673 0.5632
H 1.0962 -2.1598 -1.0556
*
```

**⟨S²⟩**: 0.75
**Orbital gap (spin up / spin down)**: 3.49 / 6.83 eV

=====

[2]
The following is a DFT calculation (wB97M-V/def2-TZVPD) of 2 unconnected molecules or ions with the total composition C5H9NO in a non-equilibrium geometry.

Geometry as ORCA input:
```
! RIJCOSX wB97M-V def2-TZVPD def2/J DEFGRID3
* xyz 0 1
C 0.4864 2.1935 -0.2131
C 0.4444 -1.1258 -0.0481
C -0.5193 -0.9850 -1.1513
C -0.1690 -1.3849 1.2567
O -1.5835 -1.3703 1.3600
C 1.6876 1.8838 -0.9886
N 2.6445 1.6552 -1.5949
H 0.3126 1.4202 0.5398
H 0.6015 3.1587 0.2873
H -0.3822 2.2383 -0.8743
H -0.0956 -0.5013 -2.0358
H -1.5184 -0.6020 -0.9042
H -0.6596 -2.0506 -1.4218
H 0.2607 -2.3576 1.5645
H 0.2988 -0.6499 1.9378
H -1.8090 -1.5221 2.2859
*
```

**Orbital gap**: 8.75 eV

=====

[3]
The following is a DFT calculation (wB97M-V/def2-TZVPD) of 2 unconnected molecules or ions with the total composition C5H9NO in a non-equilibrium geometry.

Geometry as ORCA input:
```
! RIJCOSX wB97M-V def2-TZVPD def2/J DEFGRID3
* xyz 0 1
C 0.4746 0.2574 0.9978
C 0.1377 0.0507 -0.4421
C 1.5752 0.0453 0.0074
C -0.5515 -1.2208 -0.8993
N -1.9983 -1.2686 -0.6784
C 0.3578 2.3902 1.3760
O 0.5848 2.9548 0.3870
H 0.2488 -0.5275 1.7169
H -0.1609 0.9417 -0.9962
H -2.2059 -1.1197 0.3039
H -2.4602 -0.5258 -1.1924
H 0.1834 1.4599 2.0294
H 2.1791 0.9046 -0.2733
H 2.1124 -0.8968 0.0189
H -0.3743 -1.3688 -1.9690
H -0.1027 -2.0768 -0.3865
*
```

**Orbital gap**: 8.90 eV

=====

[4]
The following is a DFT calculation (wB97M-V/def2-TZVPD) of 2 unconnected molecules or ions with the total composition C5H9NO in a non-equilibrium geometry.

Geometry as ORCA input:
```
! RIJCOSX wB97M-V def2-TZVPD def2/J DEFGRID3
* xyz 0 1
C 0.3966 1.3101 -1.2301
N -0.0128 0.2454 -0.2664
C -0.3961 0.7248 1.0942
C 0.8789 0.0052 0.9440
C 0.3861 -2.0097 1.6504
O 1.1937 -2.4232 2.3761
C -0.7182 -0.9599 -0.9078
H -0.4704 1.5903 -1.8296
H 1.1842 0.9068 -1.8714
H 0.7948 2.2054 -0.7232
H -0.4705 1.8110 1.2311
H -1.2613 0.1671 1.4608
H 1.7709 0.6406 0.9387
H -0.2959 -1.9299 -0.6399
H -1.8014 -1.0893 -0.7331
H -0.6069 -0.8575 -1.9728
*
```

**Orbital gap**: 7.55 eV

=====

[5]
The following is a DFT calculation (wB97M-V/def2-TZVPD) of C5H9NO in the gas phase in a non-equilibrium geometry.

Geometry as ORCA input:
```
! RIJCOSX wB97M-V def2-TZVPD def2/J DEFGRID3
* xyz 0 1
N -0.4133 -0.6676 -1.0308
C 2.4004 0.3137 -0.6380
C 1.9605 0.1035 0.7588
C 0.4410 0.4653 1.0093
C -0.4394 -0.5430 0.3751
C -1.6465 0.1685 -0.4677
O -2.7647 -0.1366 -0.0877
H 0.5422 -0.3421 -1.3404
H 3.1244 1.0858 -0.8452
H 2.6246 -0.5542 -1.2642
H 2.3885 -0.6237 1.4706
H 2.3431 1.1353 0.8645
H 0.1207 0.7336 2.0249
H 0.1560 1.4254 0.5522
H -1.4598 1.1092 -1.0166
H -0.8216 -1.4001 0.9151
*
```

**Orbital gap**: 5.00 eV

=====

[6]
The following is a DFT calculation (wB97M-V/def2-TZVPD) of C5H9NO in the gas phase.

Geometry as ORCA input:
```
! RIJCOSX wB97M-V def2-TZVPD def2/J DEFGRID3
* xyz 0 1
C 0.7770 0.6729 1.9562
C 1.5608 -0.7811 -0.0736
N 0.6535 0.3223 0.5442
C 0.0671 -0.8705 -0.0903
C -0.4995 -0.5230 -1.4563
C -1.7492 0.2073 -1.6713
O -0.4927 0.8710 -1.7649
H 1.0381 -0.2130 2.5365
H -0.1102 1.1530 2.3808
H 1.6184 1.3704 2.0101
H 1.9115 -1.3084 0.8313
H 0.5155 1.1283 -0.0617
H -0.5598 -1.4993 0.5508
H -0.0905 -1.1363 -2.2589
H -2.2776 0.1262 -2.6204
H -2.3625 0.4802 -0.8125
*
```

**Orbital gap**: 8.13 eV

=====

[7]
The following is a DFT calculation (wB97M-V/def2-TZVPD) of a molecular structure, C5H9NO.

Geometry as ORCA input:
```
! RIJCOSX wB97M-V def2-TZVPD def2/J DEFGRID3
* xyz 0 1
C 1.1012 0.5962 1.6300
C -0.1328 -0.2558 1.6715
N -1.4146 0.5368 0.4026
C -0.6225 -0.7043 0.3481
C 0.2491 -0.7453 -0.8890
C -0.2467 -0.3780 -2.2157
O 0.6094 0.4962 -1.4816
H 1.8763 -0.0654 2.0457
H 1.0265 1.4302 2.3374
H 1.4564 0.9694 0.6589
H -1.7441 0.7016 1.3570
H -0.8746 1.3173 0.0384
H -1.2827 -1.5789 0.3578
H 1.0665 -1.4665 -0.8317
H 0.2061 -0.8205 -3.1023
H -1.2734 -0.0331 -2.3271
*
```

**Orbital gap**: 9.06 eV

=====

[8]
The following is a DFT calculation (wB97M-V/def2-TZVPD) of C5H9NO in the gas phase in a non-equilibrium geometry.

Geometry as ORCA input:
```
! RIJCOSX wB97M-V def2-TZVPD def2/J DEFGRID3
* xyz 0 1
C 2.5868 0.3938 0.1501
O 1.2116 0.7063 0.2385
C 0.3879 -0.4295 0.3314
C -1.1213 0.0103 0.3525
C -1.7579 0.6269 -1.0136
C -1.9394 -1.1331 0.6651
N -2.6513 -2.0339 0.8029
H 3.1278 1.3400 0.0659
H 2.8098 -0.2223 -0.7345
H 2.9466 -0.1403 1.0443
H 0.6358 -0.9946 1.2592
H 0.5621 -1.1172 -0.5087
H -1.1714 0.7273 1.2038
H -2.8310 0.9835 -0.9377
H -0.9866 1.3807 -1.0423
H -1.8096 -0.0978 -1.8769
*
```

**SMILES**: COC[C@@H](C)C#N
**Orbital gap**: 11.30 eV

=====

[9]
The following is a DFT calculation (wB97M-V/def2-TZVPD) of C5H9NO in the gas phase in a non-equilibrium geometry.

Geometry as ORCA input:
```
! RIJCOSX wB97M-V def2-TZVPD def2/J DEFGRID3
* xyz 0 1
C -1.2620 1.3022 1.1305
O 0.0574 0.8835 0.8339
C 0.1914 -0.1671 -0.1211
C 0.7744 0.3930 -1.4226
C 1.0600 -1.2663 0.5002
C -1.0883 -0.8137 -0.4842
N -1.8815 -1.5098 -0.9516
H -1.4779 2.2964 0.7178
H -1.9622 0.5841 0.6819
H -1.4277 1.3046 2.2140
H 1.7486 0.8296 -1.1936
H 0.1105 1.1670 -1.8197
H 0.8961 -0.3792 -2.1912
H 1.3548 -2.0266 -0.2314
H 0.5160 -1.7639 1.3090
H 1.9513 -0.7870 0.9073
*
```

**SMILES**: COC(C)(C)C#N
**Orbital gap**: 11.18 eV

=====

[10]
The following is a DFT calculation (wB97M-V/def2-TZVPD) of C5H9NO in the gas phase.

Geometry as ORCA input:
```
! RIJCOSX wB97M-V def2-TZVPD def2/J DEFGRID3
* xyz 0 1
C 1.1645 1.0356 0.9748
C 0.1738 -0.0024 0.5601
C 0.7495 -0.5482 -1.6618
C -1.0502 -0.2887 1.3707
O -2.0863 -0.5304 0.3662
C -1.5454 -0.3184 -0.8420
N -0.2714 -0.0235 -0.7529
H 1.7819 1.3822 0.1363
H 1.8552 0.6537 1.7344
H 0.6887 1.9398 1.3990
H 0.7483 -1.6309 -1.5119
H 0.5558 -0.2962 -2.6987
H 1.7289 -0.1770 -1.3555
H -0.9706 -1.1917 1.9927
H -1.3949 0.5365 2.0135
H -2.1277 -0.5406 -1.7250
*
```

**Orbital gap (spin up / spin down)**: 7.02 / 6.50 eV

=====

[11]
The following is a DFT calculation (wB97M-V/def2-TZVPD) of 2 unconnected molecules or ions with the total composition C5H9NO in a non-equilibrium geometry.

Geometry as ORCA input:
```
! RIJCOSX wB97M-V def2-TZVPD def2/J DEFGRID3
* xyz 0 1
O 2.1224 -0.2263 -1.5823
C 1.9462 0.2441 -0.4521
C 0.9270 -0.4505 0.4717
C 2.6367 1.3035 0.1378
C -3.1055 -0.2061 -0.3359
C -2.3840 0.4825 0.5011
N -0.0232 -1.2157 -0.3538
H 3.3845 1.7841 -0.4897
H 1.5296 -1.1842 1.0275
H 2.5929 1.5809 1.1767
H -3.3893 0.2117 -1.3052
H -3.7466 -1.0289 -0.0056
H -2.4205 0.3441 1.5837
H 0.3633 -1.1830 -1.2980
H -0.8928 -0.6924 -0.2457
H 0.4591 0.2361 1.1696
*
```

**Orbital gap**: 3.16 eV

=====

[12]
The following is a DFT calculation (wB97M-V/def2-TZVPD) of a molecular structure, C5H9NO in a non-equilibrium geometry.

Geometry as ORCA input:
```
! RIJCOSX wB97M-V def2-TZVPD def2/J DEFGRID3
* xyz 0 1
C 1.3087 1.0364 -0.8438
C 1.1680 -0.4480 -0.6224
N 1.7220 -0.9956 0.6165
C 0.2801 -0.9877 0.4300
C -2.0639 0.3617 1.2875
C -2.0494 0.6614 0.0224
O -1.9456 1.0523 -1.0728
H 1.2584 1.5630 0.1148
H 2.2676 1.2768 -1.3150
H 0.4967 1.3993 -1.4825
H 1.2634 -1.0608 -1.5198
H 2.0970 -1.9286 0.4908
H -0.2652 -1.9164 0.2458
H -0.2052 -0.2823 1.0965
H -2.1658 -0.6433 1.6991
H -3.1667 0.9116 0.8529
*
```

**Orbital gap**: 10.17 eV

=====

no.,E_tot (a.u.)
1,-325.8246
2,-325.7582
3,-325.7345
4,-325.7439
5,-325.6103
6,-325.7340
7,-325.7347
8,-325.8593
9,-325.8733
10,-325.7860
11,-325.6032
12,-325.7586